{"formula": "C48H60BF4N3O5V", "method": "ωB97M-V/def2-TZVPD", "elements": ["V", "C", "O", "C", "C", "C", "C", "C", "C", "C", "C", "C", "C", "C", "C", "C", "C", "C", "C", "C", "C", "C", "C", "C", "C", "C", "C", "C", "C", "C", "C", "C", "C", "O", "C", "C", "C", "C", "C", "O", "C", "C", "C", "C", "C", "C", "O", "C", "C", "C", "C", "H", "H", "H", "H", "H", "H", "H", "H", "H", "H", "H", "H", "H", "H", "H", "H", "H", "H", "H", "H", "H", "H", "H", "H", "H", "H", "H", "H", "H", "H", "H", "H", "H", "H", "H", "H", "H", "H", "H", "H", "H", "H", "H", "H", "H", "H", "H", "H", "H", "H", "H", "H", "H", "H", "H", "H", "H", "H", "O", "H", "H", "F", "B", "F", "F", "F", "N", "C", "N", "C", "N"], "positions_angstrom": [[0.507430, 0.679489, 0.958437], [1.815888, 3.628525, 1.727236], [1.217112, 2.642273, 0.883327], [1.058315, 3.038840, -0.461184], [-0.137256, 3.527354, -0.849960], [-1.191810, 3.738196, 0.285875], [-1.805059, 2.466539, 0.899467], [-2.614717, 1.618784, 0.079885], [-3.221169, 0.496454, 0.600514], [-2.965677, 0.182316, 1.889670], [-2.093546, 0.941253, 2.712674], [-1.554835, 0.411838, 4.057152], [-0.611247, -0.790953, 4.026724], [-1.050503, -2.071477, 4.251058], [-0.265266, -3.148616, 3.944692], [0.975546, -3.008774, 3.393747], [1.470203, -1.721765, 3.212848], [2.862863, -1.405696, 2.672438], [2.996239, -0.856020, 1.318991], [2.930026, -1.780731, 0.311056], [3.029308, -1.464795, -1.037912], [3.132997, -0.121108, -1.374407], [3.335062, 0.841514, -0.440181], [3.525463, 2.319695, -0.854303], [2.206171, 2.951142, -1.317769], [2.051781, 3.292609, -2.645230], [0.821859, 3.849207, -3.128002], [-0.254189, 3.912954, -2.224444], [0.669628, 4.378320, -4.528255], [-0.846180, 4.264371, -5.008317], [1.514307, 3.534980, -5.460633], [1.229464, 5.805451, -4.532671], [3.449509, 0.477861, 0.981596], [3.893462, 1.342273, 1.808922], [2.864276, -2.463219, -2.125480], [1.815738, -2.072780, -3.171136], [2.385687, -3.830881, -1.541556], [4.182119, -2.548203, -2.970961], [0.642733, -0.689316, 3.432904], [1.067277, 0.581092, 3.081116], [1.700288, 1.304613, 4.200334], [-0.919202, -4.558483, 4.204420], [-0.613918, -4.976685, 5.689222], [-2.456834, -4.529410, 4.065244], [-0.296166, -5.687162, 3.290843], [-1.561672, 2.179234, 2.268854], [-0.917826, 2.996896, 3.053611], [-4.206920, -0.257793, -0.258768], [-4.874332, -1.422475, 0.392614], [-5.304090, 0.650509, -0.934870], [-3.344706, -0.813073, -1.438938], [2.302450, 4.406754, 1.076532], [1.013791, 4.033957, 2.332018], [2.506597, 3.076826, 2.358198], [-0.705696, 4.333497, 1.074737], [-2.056342, 4.283061, -0.077874], [-2.654366, 1.798661, -0.961763], [-3.190034, -0.790792, 2.354101], [-1.083362, 1.310820, 4.542153], [-2.439505, 0.171097, 4.718067], [-1.963779, -2.351312, 4.757114], [1.572022, -3.824777, 3.138747], [3.280235, -0.725894, 3.410347], [3.432050, -2.427527, 2.727489], [2.547921, -2.754059, 0.635199], [3.018391, 0.202845, -2.426455], [3.933749, 2.984892, -0.112907], [4.272567, 2.367392, -1.611019], [2.875656, 3.111390, -3.324624], [-1.212970, 4.263249, -2.655419], [-1.226025, 3.276805, -4.918449], [-1.507554, 4.905060, -4.385627], [-0.936289, 4.452512, -6.041238], [1.451009, 2.415562, -5.385836], [1.263505, 3.736374, -6.490746], [2.624374, 3.610749, -5.362812], [0.606328, 6.538003, -4.009575], [2.292307, 5.804012, -4.144979], [1.303844, 6.297587, -5.511253], [0.884325, -1.779887, -2.729300], [2.152999, -1.211087, -3.774383], [1.551543, -2.930700, -3.780692], [1.605405, -3.852680, -0.783921], [2.054554, -4.436674, -2.415792], [3.260430, -4.307548, -1.073400], [4.324118, -1.631366, -3.514222], [5.011413, -2.727023, -2.323927], [4.056212, -3.350491, -3.680003], [2.722547, 1.487149, 3.837174], [1.104843, 2.238020, 4.402324], [1.666793, 0.683971, 5.057816], [-1.065936, -4.244308, 6.340563], [-0.964936, -5.975732, 5.946790], [0.455534, -4.942938, 5.934668], [-2.814727, -3.994553, 4.923028], [-2.772486, -3.880979, 3.238798], [-2.834982, -5.525674, 4.171902], [0.756681, -5.779415, 3.516130], [-0.798386, -6.634546, 3.309989], [-0.393839, -5.339057, 2.283976], [-5.477860, -1.048097, 1.228199], [-5.558720, -1.913858, -0.334428], [-4.198383, -2.174161, 0.684918], [-5.994943, 0.873837, -0.152800], [-4.906599, 1.529400, -1.382778], [-5.816680, 0.146715, -1.763354], [-2.453385, -1.377860, -1.041611], [-3.985922, -1.482727, -2.038916], [-2.929453, 0.159879, -1.984195], [-0.003360, 0.578230, -1.029465], [0.340080, -0.202898, -1.489944], [-0.337105, 1.189872, -1.735968], [-1.359440, 1.168591, -5.945372], [-1.726765, 0.931149, -4.648678], [-0.615050, 1.204502, -3.782862], [-2.161352, -0.381481, -4.484472], [-2.730925, 1.875603, -4.246018], [-0.355468, -1.162015, 0.726197], [-0.809288, -2.191537, 0.382795], [-1.078706, -3.370364, 0.098214], [-2.236173, -3.909968, 0.367352], [-3.131117, -4.649203, 0.591052]], "forces_ev_per_angstrom": [[-0.1, 0.3, 0.7], [0.2, 0.4, -0.1], [0.1, 0.1, -1.3], [2.7, 0.1, 0.0], [-1.6, 1.0, -0.4], [0.0, -0.6, -0.6], [0.2, -0.5, -1.9], [1.6, 1.1, 2.1], [-1.8, 0.6, -0.9], [1.9, -0.6, 3.2], [0.4, -1.4, -0.3], [-1.0, 0.9, 1.4], [-1.1, 0.8, -1.3], [-0.2, 0.0, 0.9], [-1.1, -2.9, -0.1], [0.0, 1.5, 0.4], [1.4, -1.0, -1.3], [0.6, -2.1, 1.9], [0.4, 1.2, -0.9], [-1.1, -0.6, -1.1], [-0.6, 0.0, 0.3], [0.1, 0.4, -1.0], [0.3, 1.1, 1.7], [-1.4, -0.4, 0.5], [-0.4, -0.9, 0.1], [-1.2, 0.8, -0.2], [-0.2, -0.7, 2.0], [0.0, 0.2, -0.1], [-0.9, -0.6, -0.5], [1.2, 0.9, 1.8], [1.4, -1.9, -0.7], [0.8, 0.9, -0.2], [0.2, 1.0, 0.1], [-0.4, -0.6, 0.2], [-0.6, -0.8, -0.7], [0.0, 0.8, 0.0], [1.4, -0.5, -1.2], [-1.3, -0.7, 0.9], [-1.3, 1.6, 1.2], [0.2, 0.4, 0.5], [-0.5, 1.3, -1.7], [1.0, -1.2, 0.5], [0.5, 0.5, -0.5], [1.2, 1.3, 0.2], [-0.3, 2.0, 0.3], [0.4, 1.2, 1.0], [-0.3, -0.7, -0.7], [0.9, -0.2, -2.6], [-1.8, 0.5, -0.3], [0.8, -1.3, 0.5], [1.0, 1.6, 0.0], [-0.3, -0.8, 0.8], [-0.1, 0.3, 0.1], [0.4, 0.3, -0.2], [-0.4, -0.3, -0.2], [0.1, 0.5, -0.4], [-0.3, 0.6, -0.9], [-0.5, 0.3, -0.5], [-0.2, -0.8, -0.5], [0.8, -0.1, -0.5], [-0.3, 0.9, -0.2], [0.9, -1.3, -0.4], [0.5, 0.0, 0.0], [-0.7, 1.8, 0.0], [0.6, 0.0, -0.3], [0.2, -0.3, 0.5], [0.1, -0.4, 1.0], [0.3, 0.0, -1.2], [0.0, 0.2, 0.1], [0.6, -0.3, 0.9], [0.0, -0.8, 0.4], [0.4, -0.1, -0.8], [0.0, 0.9, -1.3], [-0.9, 0.9, 0.4], [0.0, 0.3, -0.5], [-0.7, 0.8, 0.1], [0.1, -0.4, 0.6], [-1.2, 0.1, -0.1], [-0.1, -0.6, -0.4], [-0.7, 0.2, 0.5], [-0.2, -0.5, 0.0], [0.3, 0.0, -0.5], [-0.3, 0.6, -0.3], [0.3, 0.0, 0.7], [-0.2, -0.2, -0.1], [0.1, 0.5, -0.1], [0.8, -0.2, 0.4], [0.2, -0.4, -0.4], [-0.3, 0.2, 0.4], [0.6, -0.8, -0.5], [0.1, -0.7, 0.8], [-0.4, 0.2, 0.4], [-0.3, 0.0, -0.2], [0.0, -0.1, -0.3], [-0.5, 0.2, 0.7], [-0.1, -1.0, -0.3], [-0.5, -0.5, -0.7], [0.3, -0.3, 0.1], [-0.3, -0.5, 0.6], [0.1, 0.2, -0.9], [0.0, -0.4, 0.2], [0.3, 0.4, 0.4], [0.9, -0.9, 0.7], [-0.8, 0.6, 0.4], [0.5, 0.9, 0.0], [0.1, -0.3, 0.3], [-1.0, 0.6, -0.6], [0.6, 0.5, -0.3], [-0.9, -2.6, 0.5], [-0.2, 0.5, -1.8], [-0.2, 0.2, 0.1], [0.4, -0.6, 0.5], [0.3, 0.1, -1.0], [-0.5, 0.3, 1.2], [0.2, -0.4, 0.1], [0.0, 0.1, 0.0], [0.0, -0.5, -0.2], [-0.6, -1.6, -0.3], [2.0, 3.7, 1.8], [-0.7, -2.2, -1.0], [-1.7, -2.7, 0.5], [1.3, 1.7, -0.4]], "spin_multiplicity": 4, "charge": -2, "homo_lumo_gap_ev": [6.29, 6.30], "e_tot_ha": -3774.15345, "e_homo_ev": [-2.23, -2.23]}